[1]
10
Properties=species:S:1:pos:R:3 method="wB97M-V/def2-TZVPD" homo_energy_ev="-21.96 / -24.41" spin_multiplicity=7 lumo_energy_ev="-17.11 / -16.57" charge=+3
O 0.838 0.352 0.575
Sm 2.027 1.417 -3.944
O 1.292 0.690 -1.585
C 0.774 -0.139 -0.824
O 0.033 -1.074 -1.010
C -0.200 0.320 1.344
H -0.906 -1.753 1.180
H -0.442 1.282 1.803
C -1.186 -0.699 1.199
H -2.231 -0.397 1.261


[2]
20
Properties=species:S:1:pos:R:3 method="wB97M-V/def2-TZVPD" homo_energy_ev=-8.96 lumo_energy_ev=1.03 smiles="C=C[C@@H]1CP2C=C[C@H]1C2" charge=0
C -0.874 1.534 -0.354
C -1.607 0.799 -1.157
C 2.929 -0.204 -0.376
C 1.597 -0.186 -0.558
C -1.585 0.166 1.344
C -0.509 -1.452 -0.349
C -0.341 0.810 0.867
C 0.478 -0.433 0.395
P -2.221 -0.685 -0.253
H -0.711 2.517 -0.736
H -1.929 1.222 -2.094
H 3.519 -0.112 -1.291
H 3.402 -0.500 0.522
H 1.203 0.165 -1.536
H -1.239 -0.691 1.956
H -2.217 0.843 1.925
H -0.276 -1.710 -1.420
H -0.621 -2.486 0.145
H 0.148 1.393 1.635
H 0.855 -0.992 1.334


[3]
18
Properties=species:S:1:pos:R:3 method="wB97M-V/def2-TZVPD" homo_energy_ev=-9.52 lumo_energy_ev=0.88 smiles="CCNC(=O)CC" charge=0
C 0.303 1.246 0.546
C -0.758 2.206 1.287
C -0.518 0.495 -0.523
N 0.080 -0.679 -0.901
C 1.220 -1.331 -0.408
C 0.970 -2.553 0.552
O -1.530 0.936 -1.033
H 1.267 1.682 0.291
H 0.574 0.526 1.442
H -1.267 2.972 0.616
H -1.657 1.695 1.636
H -0.247 2.603 2.183
H -0.403 -1.308 -1.585
H 1.706 -1.876 -1.266
H 1.955 -0.640 0.084
H 1.772 -3.306 0.715
H 0.066 -3.292 0.236
H 0.611 -2.166 1.503


[4]
9
Properties=species:S:1:pos:R:3 method="wB97M-V/def2-TZVPD" homo_energy_ev=-9.02 lumo_energy_ev=-0.65 smiles="C=S.PS" charge=0
C -2.179 0.903 0.894
P 1.201 -1.466 -1.054
S -1.090 2.102 1.058
S 2.763 -0.229 -0.300
H -2.713 0.700 1.742
H -2.666 0.517 -0.032
H 0.439 -1.323 0.188
H 0.483 -0.446 -1.639
H 3.761 -0.758 -0.858


[5]
134
Properties=species:S:1:pos:R:3 method="wB97M-V/def2-TZVPD" homo_energy_ev=-10.76 lumo_energy_ev=-4.61 charge=+1
C -3.942 2.763 -0.325
C -3.198 2.510 -1.268
N -2.217 2.768 -2.303
C -2.676 2.610 -3.640
C -4.175 2.161 -3.937
C -5.221 3.345 -3.613
N -6.522 2.734 -3.222
C -1.769 2.869 -4.810
C -0.343 3.261 -4.545
C 0.618 3.539 -5.779
C 0.017 2.929 -7.140
O -0.076 1.724 -7.175
Br -0.581 4.066 -8.642
C 0.126 3.382 -3.091
C 1.633 3.757 -2.806
O 2.257 3.015 -1.758
C 2.155 1.588 -1.942
C 2.822 1.018 -3.273
C 1.883 -0.193 -3.786
C -0.877 3.140 -1.991
C -0.479 3.291 -0.479
C -0.451 1.918 0.329
C 0.520 1.967 1.591
F 1.628 2.844 1.596
C 0.198 1.104 2.632
F -0.495 -0.046 2.320
F 0.541 1.462 3.936
H -4.536 2.829 0.626
H -4.388 1.197 -3.388
H -4.246 1.955 -5.054
H -4.775 4.007 -2.818
H -5.400 3.910 -4.586
H -6.623 1.827 -3.708
H -6.392 2.469 -2.228
H -2.228 2.736 -5.830
H 0.758 4.663 -5.930
H 1.606 3.032 -5.577
H 1.630 4.848 -2.462
H 2.269 3.760 -3.754
H 1.096 1.179 -1.846
H 2.729 1.121 -1.072
H 3.811 0.517 -3.006
H 3.025 1.784 -4.075
H 2.510 -1.018 -4.257
H 1.365 -0.694 -2.900
H 1.096 0.211 -4.490
H 0.495 3.843 -0.316
H -1.283 3.956 -0.008
H -1.494 1.750 0.737
H -0.218 1.012 -0.323
C 5.262 -0.360 2.790
C 6.092 -0.337 3.837
C 5.903 0.632 4.959
O 6.667 0.607 5.908
C 4.796 1.581 4.862
C 3.970 1.561 3.820
C 4.137 0.573 2.712
O 3.347 0.571 1.781
O 2.942 2.435 3.730
O 7.136 -1.190 3.928
H 5.384 -1.059 1.973
H 4.679 2.289 5.672
H 2.477 2.213 2.897
H 7.577 -0.973 4.773
C -9.848 2.528 -1.588
C -11.020 2.016 -1.976
C -11.646 0.868 -1.251
O -12.722 0.442 -1.622
C -10.920 0.297 -0.113
C -9.747 0.808 0.270
C -9.137 1.973 -0.437
O -8.070 2.425 -0.046
O -9.062 0.292 1.318
O -11.690 2.514 -3.036
H -9.385 3.360 -2.102
H -11.374 -0.544 0.392
H -8.254 0.835 1.393
H -12.503 1.976 -3.108
C 2.441 -5.902 -5.913
C 2.241 -4.857 -5.106
C 3.379 -4.161 -4.436
O 3.154 -3.197 -3.721
C 4.729 -4.672 -4.665
C 4.931 -5.720 -5.470
C 3.796 -6.400 -6.163
O 4.022 -7.339 -6.902
O 6.172 -6.209 -5.692
O 0.996 -4.383 -4.861
H 1.626 -6.414 -6.407
H 5.543 -4.170 -4.160
H 6.050 -6.960 -6.307
H 1.121 -3.629 -4.253
C 0.815 -0.698 9.365
C 1.776 -0.646 8.438
C 1.479 -0.247 7.030
O 2.382 -0.191 6.218
C 0.090 0.062 6.679
C -0.871 0.006 7.606
C -0.569 -0.366 9.019
O -1.473 -0.386 9.832
O -2.160 0.284 7.304
O 3.060 -0.950 8.736
H 1.016 -0.983 10.388
H -0.115 0.332 5.655
H -2.658 0.173 8.142
H 3.556 -0.835 7.903
C -5.625 -0.945 12.904
C -4.660 -0.893 11.980
C -4.954 -0.495 10.572
O -4.041 -0.443 9.767
C -6.340 -0.187 10.218
C -7.304 -0.242 11.141
C -7.007 -0.614 12.557
O -7.911 -0.635 13.372
O -8.591 0.036 10.833
O -3.377 -1.197 12.280
H -5.425 -1.230 13.929
H -6.541 0.083 9.190
H -9.088 -0.073 11.668
H -2.876 -1.080 11.446
C 10.508 -5.469 -8.404
C 11.374 -4.458 -8.297
C 10.927 -3.089 -7.904
O 11.750 -2.197 -7.798
C 9.499 -2.874 -7.664
C 8.631 -3.883 -7.775
C 9.083 -5.262 -8.142
O 8.269 -6.164 -8.216
O 7.305 -3.694 -7.557
O 12.693 -4.630 -8.538
H 10.820 -6.466 -8.686
H 9.187 -1.873 -7.398
H 6.888 -4.567 -7.695
H 13.102 -3.755 -8.392


[6]
54
Properties=species:S:1:pos:R:3 method="wB97M-V/def2-TZVPD" homo_energy_ev=-8.24 lumo_energy_ev=0.40 smiles="Cn1c(COc2ccc3ccccc3c2)nnc1SCC(=O)OC1CCCCC1" charge=0
C 2.918 2.808 -1.893
N 2.703 2.249 -0.590
C 3.245 1.103 -0.078
N 2.861 0.919 1.155
N 2.051 1.937 1.479
C 1.951 2.731 0.454
C 1.123 3.972 0.396
O -0.098 3.842 1.079
C -0.986 2.894 0.663
C -0.859 2.107 -0.453
C -1.863 1.177 -0.795
C -1.752 0.354 -1.935
C -2.732 -0.549 -2.245
C -3.869 -0.669 -1.432
C -4.008 0.119 -0.323
C -3.014 1.056 0.024
C -3.116 1.880 1.167
C -2.135 2.770 1.478
H -2.197 3.403 2.349
H -3.989 1.788 1.797
H -4.881 0.033 0.308
H -4.633 -1.388 -1.691
H -2.637 -1.176 -3.120
H -0.878 0.448 -2.566
H 0.003 2.167 -1.100
H 1.641 4.789 0.911
H 0.958 4.265 -0.652
S 4.254 0.040 -1.005
C 4.300 -1.353 0.143
C 2.946 -1.999 0.408
O 2.851 -2.937 1.154
O 1.972 -1.415 -0.264
C 0.596 -1.765 -0.011
C 0.209 -1.504 1.441
C -1.280 -1.775 1.630
C -1.621 -3.205 1.222
C -1.215 -3.457 -0.227
C 0.279 -3.203 -0.411
H 0.852 -3.885 0.218
H 0.570 -3.366 -1.452
H -1.445 -4.486 -0.508
H -1.781 -2.790 -0.881
H -1.091 -3.904 1.872
H -2.692 -3.378 1.341
H -1.547 -1.609 2.674
H -1.858 -1.077 1.021
H 0.450 -0.471 1.701
H 0.788 -2.163 2.089
H 0.047 -1.075 -0.664
H 4.982 -2.089 -0.283
H 4.697 -1.001 1.097
H 3.481 3.741 -1.822
H 1.964 3.005 -2.388
H 3.486 2.092 -2.486


[7]
33
Properties=species:S:1:pos:R:3 method="wB97M-V/def2-TZVPD" homo_energy_ev=-2.15 lumo_energy_ev=4.44 charge=-2
Ca -0.249 0.168 0.622
O 2.660 -0.857 2.625
S 2.109 0.395 2.134
O 2.872 1.578 2.497
O 1.943 0.332 0.617
O 0.659 0.532 2.583
S -3.229 1.407 -0.149
C -2.125 2.752 -0.279
C -2.520 4.111 -0.357
C -1.579 5.104 -0.403
C -0.214 4.794 -0.361
C 0.110 3.457 -0.285
N -0.806 2.476 -0.274
H -3.578 4.339 -0.364
H -1.897 6.141 -0.454
H 0.558 5.550 -0.364
H 1.138 3.116 -0.209
F -3.129 -8.645 3.820
C -1.858 -8.187 3.795
F -1.445 -8.130 5.076
F -1.136 -9.177 3.223
C -1.734 -6.881 3.086
C -2.547 -6.614 1.989
C -2.408 -5.428 1.293
C -1.451 -4.469 1.664
C -0.643 -4.756 2.776
C -0.782 -5.944 3.470
C -1.299 -3.250 0.940
C -1.042 -2.235 0.295
H -3.298 -7.331 1.682
H -3.046 -5.216 0.445
H 0.099 -4.027 3.078
H -0.144 -6.135 4.324


[8]
56
Properties=species:S:1:pos:R:3 method="wB97M-V/def2-TZVPD" homo_energy_ev="-4.52 / -5.31" spin_multiplicity=4 lumo_energy_ev="1.77 / 1.68" charge=-1
Tc -0.481 -0.367 -0.253
O -5.452 4.241 -2.077
C -5.631 3.044 -1.813
O -6.668 2.397 -1.643
C -4.330 2.251 -1.559
C -3.173 2.914 -1.155
C -2.036 2.193 -0.864
N -2.002 0.864 -0.994
C -3.097 0.205 -1.422
C -4.277 0.868 -1.694
C -2.906 -1.289 -1.567
O -3.752 -1.979 -2.097
O -1.767 -1.703 -1.102
H -3.192 3.992 -1.087
H -1.124 2.662 -0.517
H -5.151 0.314 -2.000
O 0.592 0.197 -2.052
N 1.730 0.763 -1.864
N 1.999 1.015 -0.645
O 1.156 0.759 0.351
C 3.276 1.557 -0.303
C 3.610 1.628 1.040
C 4.846 2.146 1.391
C 5.727 2.586 0.417
C 5.373 2.500 -0.925
C 4.146 1.984 -1.296
H 2.911 1.270 1.778
H 5.117 2.201 2.436
H 6.687 2.996 0.698
H 6.056 2.841 -1.690
H 3.862 1.909 -2.334
Br 0.294 -4.002 1.270
C 0.866 -3.700 -0.510
C 0.567 -4.674 -1.454
C 1.038 -4.484 -2.738
C 1.812 -3.362 -3.011
C 2.039 -2.464 -1.988
N 1.544 -2.603 -0.755
H -0.016 -5.537 -1.176
H 0.808 -5.203 -3.512
H 2.219 -3.177 -3.995
H 2.638 -1.579 -2.161
C 0.280 -0.611 3.488
C -1.090 -0.528 2.807
C -1.660 0.887 2.977
C -2.048 -1.545 3.433
N -0.945 -0.801 1.418
H 0.205 -0.329 4.539
H 0.980 0.058 2.990
H 0.675 -1.624 3.423
H -1.789 1.130 4.033
H -2.626 0.967 2.482
H -0.985 1.617 2.531
H -2.203 -1.330 4.491
H -1.646 -2.551 3.335
H -3.009 -1.514 2.923


[9]
79
Properties=species:S:1:pos:R:3 method="wB97M-V/def2-TZVPD" homo_energy_ev="-11.55 / -11.54" spin_multiplicity=2 lumo_energy_ev="-4.04 / -6.37" charge=+1
Ir -0.122 1.997 0.380
N 0.920 4.856 2.082
C 1.175 3.684 2.681
N 1.894 3.545 3.800
N 1.903 2.251 4.022
N 1.212 1.612 3.078
N 0.746 2.501 2.230
C 0.326 4.983 0.875
N 0.118 6.145 0.268
N -0.457 5.832 -0.877
N -0.609 4.526 -0.984
N -0.125 3.971 0.110
H 1.235 5.705 2.545
C -3.855 -2.299 -1.823
C -4.300 -0.909 -2.262
N -3.166 0.017 -2.449
C -2.769 0.348 -3.824
C -1.615 -0.496 -4.356
C -2.566 0.533 -1.380
S -1.187 1.552 -1.681
N -3.110 0.246 -0.200
C -2.778 0.756 0.958
O -1.943 1.694 1.212
C -3.461 0.180 2.144
C -2.997 0.506 3.420
C -3.557 -0.093 4.536
C -4.588 -1.012 4.384
C -5.073 -1.312 3.117
C -4.514 -0.719 1.998
H -4.731 -2.933 -1.681
H -3.310 -2.246 -0.881
H -3.216 -2.763 -2.574
H -4.975 -0.484 -1.525
H -4.823 -0.970 -3.214
H -2.509 1.405 -3.867
H -3.646 0.199 -4.450
H -0.694 -0.255 -3.830
H -1.470 -0.278 -5.415
H -1.822 -1.560 -4.246
H -2.190 1.217 3.524
H -3.184 0.149 5.522
H -5.012 -1.496 5.254
H -5.886 -2.017 3.002
H -4.887 -0.948 1.009
O 1.721 1.216 -0.220
P 2.357 -0.160 -0.260
C 2.828 -0.574 -1.933
C 1.804 -0.585 -2.883
C 2.107 -0.802 -4.215
C 3.429 -1.009 -4.599
C 4.444 -1.011 -3.655
C 4.148 -0.789 -2.316
C 1.157 -1.382 0.270
C 1.302 -2.725 -0.065
C 0.365 -3.648 0.376
C -0.713 -3.232 1.147
C -0.862 -1.893 1.483
C 0.078 -0.974 1.046
C 3.789 -0.215 0.806
C 4.174 0.951 1.462
C 5.281 0.936 2.297
C 6.001 -0.236 2.472
C 5.618 -1.401 1.816
C 4.511 -1.396 0.985
H 0.781 -0.419 -2.566
H 1.320 -0.803 -4.957
H 3.666 -1.157 -5.644
H 5.469 -1.172 -3.961
H 4.941 -0.778 -1.580
H 2.132 -3.045 -0.684
H 0.476 -4.693 0.118
H -1.439 -3.956 1.494
H -1.695 -1.571 2.095
H -0.014 0.076 1.357
H 3.605 1.859 1.310
H 5.580 1.839 2.812
H 6.864 -0.245 3.123
H 6.184 -2.313 1.957
H 4.209 -2.307 0.482


Looking at ΔE to the lowest compared entry with this formula, charge and spin for the records above, in order, we have 3.438; 0.470; 1.415; 2.581; 0.000; 1.696; 0.038; 0.864; 1.159 eV.